C5H6ClNO2S | wB97M-V/def2-TZVPD

Summary:
energy relative to the best compared isomer or geometry (same formula, charge and spin)	25.0	kcal/mol
LUMO	-0.13	eV
HOMO	-10.052	eV
E	-34222.62882	eV
F_max	0.084	hartree/bohr

Geometry (Å):
C 2.88 -1.52 0.32
C 3.48 -0.49 -0.20
C 1.45 -1.29 0.60
C -1.05 0.20 -0.48
C -0.11 0.59 0.67
N 1.22 0.01 0.50
O 0.63 -2.06 0.97
O 2.87 1.97 0.57
S 2.41 1.03 -0.40
Cl 5.14 -0.36 -0.65
H 3.37 -2.46 0.15
H -1.46 -0.74 -0.29
H -1.89 1.00 -0.63
H -0.29 0.16 -1.46
H -0.07 1.78 0.79
H -0.52 0.23 1.52



C16H33NO22S6 | wB97M-V/def2-TZVPD

Summary:
LUMO	0.19	eV
HOMO	-8.861	eV
E	-128668.77821	eV
SMILES string	NC[C@H](CCCS)OC=O.O=S1(=O)OCCO1.O=S1(=O)OCCO1.O=S1(=O)OCCO1.O=S1(=O)OCCO1.O=S1(=O)OCCO1
F_max	0.007	hartree/bohr

Geometry (Å):
N -3.29 1.11 5.49
C -2.56 2.03 4.61
C -1.60 1.29 3.68
C -1.00 2.16 2.59
C -0.21 3.37 3.08
C -0.95 4.61 3.57
S -2.39 5.07 2.54
O -2.21 0.13 3.06
C -3.30 0.31 2.30
O -3.28 0.28 1.10
H -4.22 0.91 5.14
H -3.42 1.53 6.40
H -3.21 2.69 4.03
H -1.93 2.66 5.24
H -0.80 0.86 4.29
H -0.31 1.51 2.04
H -1.78 2.46 1.87
H 0.44 3.04 3.89
H 0.45 3.68 2.26
H -0.25 5.44 3.51
H -1.26 4.51 4.61
H -3.22 5.36 3.54
H -4.23 0.47 2.86
O -0.81 0.34 -4.66
S -0.18 -0.24 -3.54
O 1.21 -0.50 -3.55
O -0.98 -1.57 -3.15
C -1.41 -1.52 -1.78
C -1.63 -0.05 -1.52
O -0.52 0.57 -2.22
H -0.63 -1.94 -1.14
H -2.32 -2.11 -1.69
H -1.57 0.22 -0.47
H -2.57 0.32 -1.94
O 0.48 3.06 6.27
S 1.27 2.12 6.97
O 2.57 1.79 6.51
O 0.39 0.81 7.16
C 0.30 0.45 8.55
C 0.37 1.78 9.26
O 1.36 2.51 8.51
H 1.13 -0.20 8.81
H -0.65 -0.07 8.70
H 0.72 1.71 10.29
H -0.57 2.32 9.23
O 2.14 7.89 0.91
S 2.24 6.53 1.27
O 1.75 6.07 2.52
O 3.75 6.07 1.06
C 3.82 4.93 0.19
C 2.63 5.11 -0.74
O 1.60 5.60 0.14
H 3.73 4.01 0.78
H 4.77 4.95 -0.33
H 2.28 4.19 -1.18
H 2.83 5.86 -1.51
O -0.72 -7.95 -3.87
S 0.44 -7.13 -3.88
O 1.72 -7.71 -3.67
O 0.20 -5.93 -2.86
C 0.38 -4.66 -3.52
C -0.03 -4.94 -4.95
O 0.50 -6.25 -5.20
H 1.43 -4.37 -3.45
H -0.24 -3.92 -3.04
H 0.41 -4.26 -5.67
H -1.11 -4.95 -5.08
O 0.12 -3.65 -9.89
S 0.27 -4.80 -9.08
O -0.52 -4.97 -7.92
O 1.81 -4.97 -8.72
C 2.28 -6.28 -9.09
C 1.43 -6.63 -10.30
O 0.13 -6.13 -9.96
H 2.10 -6.97 -8.26
H 3.34 -6.21 -9.31
H 1.34 -7.70 -10.47
H 1.79 -6.13 -11.20



C4H12NO2S | wB97M-V/def2-TZVPD

Summary:
energy relative to the best compared isomer or geometry (same formula, charge and spin)	31.2	kcal/mol
total charge	-1
LUMO	2.61	eV
HOMO	-2.341	eV
E	-20762.70827	eV
F_max	0.043	hartree/bohr

Geometry (Å):
C -1.41 -0.18 0.49
N -0.03 0.07 1.01
C 1.02 0.10 0.06
O 1.87 -1.08 0.20
C -1.77 0.34 -0.88
C -3.20 -0.06 -1.22
S -4.44 1.10 -0.43
H -1.55 -1.25 0.61
H -2.11 0.28 1.18
H -0.08 0.97 1.47
H 0.79 0.15 -1.01
H 1.74 0.87 0.29
H -1.15 -0.08 -1.67
H -1.59 1.41 -1.04
H -3.64 -0.97 -0.84
H -3.23 0.01 -2.31
H 1.33 -1.87 0.07
H 5.37 -0.61 1.11
H 6.49 0.57 1.44
O 5.59 0.25 1.47